One molecule with the formula C7H12O. Source: the Open Molecules 2025 dataset; level of theory: ωB97M-V with the def2-TZVPD basis set.

## Properties
HOMO energy: -7.79 eV
Gap between HOMO and LUMO: 8.62 eV
LUMO: 0.83 eV
Energy relative to the best compared isomer or geometry (same formula, charge and spin): 99.5 kJ/mol

Structure (ORCA input):
```
! RIJCOSX wB97M-V def2-TZVPD def2/J DEFGRID3
* xyz 0 1
C -0.2283 -0.7935 4.0101
C -0.4007 -1.2248 2.5221
C 0.1444 -0.2185 1.5443
C -0.0478 -0.3269 0.2337
C 0.5659 0.5403 -0.7884
C 0.1428 0.6393 -2.0373
C 0.6760 1.5992 -3.0668
O -0.7996 -0.2646 -2.4944
H -1.1073 -0.1911 4.2327
H 0.6681 -0.1803 4.0458
H -0.1684 -1.6506 4.6693
H 0.0470 -2.2205 2.4016
H -1.4403 -1.4862 2.2986
H 0.7240 0.5728 2.0088
H -0.6429 -1.1327 -0.1743
H 1.3256 1.2089 -0.4006
H 0.3062 2.6043 -2.8673
H 0.3912 1.2090 -4.0413
H 1.7589 1.6829 -3.0865
H -0.8185 -0.2299 -3.4353
*
```

A 2-piece molecular cluster, C7H12O overall. Source: the Open Molecules 2025 dataset; level of theory: ωB97M-V with the def2-TZVPD basis set.

## Properties
HOMO energy: -8.58 eV
Gap between HOMO and LUMO: 9.34 eV
LUMO: 0.76 eV
Energy relative to the best compared isomer or geometry (same formula, charge and spin): 171.4 kJ/mol

Structure (ORCA input):
```
! RIJCOSX wB97M-V def2-TZVPD def2/J DEFGRID3
* xyz 0 1
C 1.8219 0.1438 -1.8558
C 0.5014 0.2177 -2.0228
C -0.6138 0.0994 -1.0934
C -0.7418 0.5889 0.1489
C -2.0794 0.5532 0.8187
C 0.3883 1.3276 0.7645
C 0.6148 1.3220 2.0850
H 2.2892 -0.1441 -0.9229
H 2.4875 0.4654 -2.6436
H 0.1288 0.5441 -2.9958
H -1.4043 -0.5009 -1.5452
H -2.6503 -0.2597 0.3655
H -1.9988 0.5453 1.8955
H -2.6709 1.4278 0.5278
H 1.1340 1.7646 0.1112
H -0.1093 0.8410 2.7186
H 1.4841 1.8243 2.4810
O 0.4721 -3.9052 0.5921
H 0.3180 -3.8123 -0.3527
H 0.6286 -3.0429 0.9233
*
```

One molecule with the formula C7H12O. Source: the Open Molecules 2025 dataset; level of theory: ωB97M-V with the def2-TZVPD basis set.

## Properties
HOMO energy: -9.50 eV
Gap between HOMO and LUMO: 10.43 eV
LUMO: 0.93 eV
Energy relative to the best compared isomer or geometry (same formula, charge and spin): 168.8 kJ/mol

Structure (ORCA input):
```
! RIJCOSX wB97M-V def2-TZVPD def2/J DEFGRID3
* xyz 0 1
C -0.9701 -2.2364 0.4732
C 0.1575 -1.3517 0.1116
O 1.1936 -1.7223 0.6811
C -0.0084 -0.1080 -0.6590
C 0.9085 -0.1802 -1.8981
C 0.0877 1.2566 0.0176
C -0.7117 1.5568 1.1852
C 0.8177 1.7816 1.1990
H -0.8774 -2.3411 1.5443
H -0.7940 -3.1751 0.1081
H -2.0025 -1.9529 0.0765
H -1.0678 -0.1161 -1.0296
H 0.2761 0.3678 -2.7129
H 0.9439 -1.1739 -2.3085
H 1.8714 0.3560 -1.7511
H -0.1155 1.9741 -0.7383
H -1.0950 0.6784 1.7407
H -1.3659 2.4678 1.2185
H 1.2636 2.7692 0.9954
H 1.4883 1.1494 1.7462
*
```